48
Properties=species:S:1:pos:R:3 method="wB97M-V/def2-TZVPD" homo_energy_ev="-1.7948 / -1.7914" multiplicity=3 charge=-3 lumo_ev="5.1 / 4.7"
Pd 2.757 -30.061 -47.182
Cl 5.923 -28.466 -45.038
O 5.031 -28.856 -46.114
O 6.838 -29.534 -44.746
O 6.711 -27.302 -45.445
O 5.151 -28.083 -43.882
Cl 4.264 -30.437 -50.097
O 3.850 -29.695 -51.274
O 4.370 -29.461 -49.003
O 3.245 -31.407 -49.772
O 5.532 -31.082 -50.272
N 1.802 -29.940 -45.286
S 1.482 -28.689 -44.222
O 2.396 -28.474 -43.179
O 0.078 -28.535 -44.021
F 1.879 -27.542 -45.253
S 1.202 -31.165 -44.432
O -0.100 -31.592 -44.815
O 1.615 -31.221 -43.073
F 2.092 -32.291 -45.131
N -1.510 -32.038 -47.700
S -0.571 -30.771 -48.244
O -1.016 -29.983 -49.345
O 0.830 -30.915 -47.982
F -0.996 -29.880 -46.994
S -1.514 -32.894 -49.044
O -0.252 -33.168 -49.651
O -2.643 -32.730 -49.917
F -1.900 -34.331 -48.384
N 4.792 -33.858 -45.574
S 5.034 -33.059 -44.154
O 4.588 -31.718 -44.112
O 6.133 -33.492 -43.356
F 3.786 -33.753 -43.372
S 5.210 -32.696 -46.582
O 6.575 -32.315 -46.507
O 4.262 -31.694 -46.964
F 5.216 -33.614 -47.888
C -0.827 -26.238 -47.832
C 0.127 -25.306 -48.596
O 1.296 -26.134 -48.776
C 1.156 -27.284 -48.115
O 1.931 -28.181 -48.093
O -0.025 -27.335 -47.472
H -1.624 -26.617 -48.481
H -1.333 -25.751 -47.001
H 0.493 -24.544 -47.905
H -0.168 -24.900 -49.556

---

53
Properties=species:S:1:pos:R:3 method="wB97M-V/def2-TZVPD" homo_energy_ev=-7.6221 charge=0 e_above_lowest_kcal_mol=78.8 lumo_ev=0.2
C 4.598 -0.485 0.031
C 3.975 0.485 0.985
N 1.682 1.010 2.965
C 1.511 0.797 1.603
C 2.465 0.666 0.677
C 0.049 0.554 1.263
H 5.670 -0.271 -0.046
H 4.231 -0.447 -0.947
H 4.457 -1.537 0.387
H 4.093 0.167 1.982
H 4.620 1.436 1.080
H 1.084 0.605 3.636
H 2.612 1.203 3.204
H 2.160 0.809 -0.339
H -0.195 0.613 0.227
H -0.431 1.417 1.878
H -0.166 -0.450 1.746
H -3.409 0.001 1.326
H -2.897 0.711 2.628
O -3.512 0.042 2.334
H -2.479 -0.704 3.304
H -1.443 -1.490 4.423
O -1.577 -1.015 3.582
H 0.918 -2.339 2.159
H -0.534 -2.022 2.727
O 0.108 -2.739 2.494
H -1.916 0.219 -1.485
H -1.929 -0.856 -0.411
O -2.067 0.077 -0.525
H 1.424 1.282 -4.920
H 1.790 -0.049 -4.233
O 1.099 0.410 -4.692
H -2.517 3.220 1.828
H -1.242 3.657 2.753
O -1.843 3.021 2.469
H 0.292 1.930 -1.763
H 0.955 3.160 -1.287
O 1.140 2.383 -1.825
H -1.966 -2.740 -3.613
H -1.356 -2.160 -2.287
O -2.090 -2.066 -2.979
H -1.818 -3.067 0.075
H -0.554 -2.725 0.733
O -0.873 -3.017 -0.164
H -4.098 -1.180 -0.354
H -4.707 -2.383 -0.975
O -4.107 -2.179 -0.271
H -0.142 0.468 -3.582
H -1.744 0.732 -3.518
O -0.898 0.792 -3.012
H 3.675 2.405 -3.460
H 2.398 1.768 -2.708
O 3.027 1.734 -3.517

---

23
Properties=species:S:1:pos:R:3 method="wB97M-V/def2-TZVPD" homo_energy_ev="1.0406 / -3.4212" multiplicity=2 charge=-1 e_above_lowest_kcal_mol=40.2 lumo_ev="3.5 / 3.5"
C 2.727 -1.947 0.316
C -1.339 -0.843 0.947
C -1.033 -1.859 0.056
C -0.273 -0.332 1.755
C 0.363 -2.142 -0.265
C 1.032 -0.578 1.413
C 1.297 -1.528 0.406
H -2.318 -0.414 1.027
H -1.769 -2.437 -0.505
H -0.694 0.362 2.536
H 0.464 -2.571 -1.298
H 1.861 -0.229 2.049
H 3.141 -1.680 1.334
H 3.308 -1.580 -0.558
H 2.781 -2.994 0.067
C -1.321 4.500 -1.765
C -1.298 2.961 -1.814
H -0.411 4.829 -2.265
H -2.093 4.800 -2.525
H -1.414 5.048 -0.837
H -0.327 2.641 -2.208
H -1.236 2.399 -0.859
H -2.216 2.427 -2.243